Record 1
A molecular structure, C39H76Br3F3N5O14P3 in a non-equilibrium geometry, computed with the ωB97M-V functional and the def2-TZVPD basis.

Last column: Mulliken charge in e.
CARTESIAN COORDINATES (ANGSTROEM)
N (12.560, 12.321, 12.865)  2.575
H (12.785, 11.669, 13.622)  0.212
H (13.341, 12.949, 12.729)  -0.251
H (11.646, 12.885, 12.973)  -0.876
H (12.476, 11.738, 11.954)  0.393
C (9.276, 13.844, 13.246)  -0.628
O (9.515, 13.546, 14.619)  -0.487
O (10.410, 14.146, 12.494)  0.763
C (8.692, 12.480, 12.847)  0.515
F (8.460, 12.402, 11.543)  -0.297
F (9.496, 11.448, 13.162)  0.037
F (7.487, 12.349, 13.384)  -0.360
C (10.397, 14.467, 15.239)  0.593
C (10.752, 14.198, 16.694)  -1.167
H (11.266, 15.084, 17.080)  0.324
H (9.864, 14.154, 17.331)  0.481
H (11.274, 13.237, 16.900)  -0.111
H (10.063, 15.525, 15.086)  0.187
H (11.373, 14.448, 14.692)  -0.326
H (8.509, 14.610, 13.076)  0.562
C (9.460, 10.345, 17.242)  -1.302
C (10.069, 10.090, 15.813)  0.739
O (11.089, 9.002, 15.932)  -0.230
P (12.588, 9.406, 15.848)  -0.995
O (13.048, 10.680, 15.263)  0.821
O (13.051, 9.345, 17.377)  -0.312
C (12.785, 8.145, 18.126)  -0.301
C (12.419, 8.505, 19.614)  -1.179
O (13.224, 8.131, 15.114)  -0.275
C (14.498, 8.283, 14.457)  0.617
C (14.928, 7.012, 13.881)  -1.418
H (10.214, 10.690, 17.960)  0.205
H (8.730, 11.167, 16.966)  0.386
H (9.017, 9.444, 17.628)  0.380
H (9.259, 9.823, 15.095)  0.247
H (10.528, 10.988, 15.389)  -0.378
H (11.911, 7.707, 17.627)  0.373
H (13.714, 7.564, 18.043)  0.283
H (12.460, 7.604, 20.232)  0.374
H (13.113, 9.246, 19.977)  0.306
H (11.419, 9.001, 19.627)  0.243
H (14.424, 9.120, 13.741)  -0.122
H (15.191, 8.477, 15.308)  0.161
H (14.325, 6.679, 13.020)  0.278
H (15.972, 6.933, 13.618)  0.361
H (14.822, 6.275, 14.716)  0.362
C (8.313, 12.218, 8.030)  -1.530
C (9.779, 12.327, 8.440)  0.776
O (10.243, 10.949, 8.778)  -0.059
P (11.603, 10.440, 9.357)  -1.499
O (12.192, 11.311, 10.365)  0.633
O (11.329, 8.985, 9.829)  -0.276
C (10.431, 8.586, 10.900)  0.419
C (10.091, 7.094, 10.668)  -1.379
O (12.651, 10.192, 8.084)  -0.317
C (13.828, 11.012, 7.849)  0.419
C (13.450, 12.184, 7.011)  -0.921
H (8.055, 11.494, 7.265)  0.428
H (7.656, 11.897, 8.838)  0.267
H (7.953, 13.202, 7.761)  0.406
H (10.288, 12.743, 7.600)  0.330
H (10.007, 12.879, 9.375)  -0.337
H (10.907, 8.854, 11.881)  -0.060
H (9.553, 9.194, 10.914)  0.205
H (9.846, 6.570, 11.560)  0.420
H (9.201, 6.985, 9.961)  0.299
H (10.964, 6.567, 10.233)  0.319
H (14.347, 11.208, 8.808)  -0.280
H (14.542, 10.350, 7.275)  0.268
H (12.710, 11.927, 6.281)  0.309
H (13.016, 12.955, 7.648)  -0.081
H (14.333, 12.565, 6.556)  0.472
C (14.679, 12.878, 17.138)  -1.408
C (14.612, 13.547, 15.784)  3.070
O (15.860, 13.266, 15.110)  -0.271
P (16.030, 13.861, 13.655)  -0.608
O (15.160, 13.301, 12.620)  -0.010
O (15.813, 15.448, 13.884)  0.047
C (16.061, 16.293, 12.683)  0.358
C (15.737, 17.745, 13.105)  -1.157
O (17.551, 13.711, 13.316)  -0.017
C (18.609, 13.822, 14.260)  -0.250
C (19.880, 13.845, 13.500)  -1.209
H (13.714, 12.992, 17.585)  0.361
H (14.871, 11.833, 16.920)  0.238
H (15.432, 13.297, 17.911)  0.324
H (13.735, 13.149, 15.266)  -0.737
H (14.428, 14.637, 15.821)  -1.295
H (17.104, 16.193, 12.395)  0.349
H (15.380, 16.051, 11.849)  -0.175
H (14.959, 17.690, 13.886)  0.076
H (16.511, 18.234, 13.645)  0.424
H (15.465, 18.295, 12.182)  0.362
H (18.482, 14.695, 14.888)  0.281
H (18.518, 12.982, 14.950)  0.295
H (19.743, 14.760, 12.916)  0.285
H (20.770, 13.891, 14.134)  0.398
H (19.977, 12.995, 12.795)  0.233
N (9.243, 15.617, 10.207)  1.240
C (7.980, 15.187, 10.004)  -0.651
C (7.458, 15.909, 8.934)  -0.909
C (8.486, 16.658, 8.407)  -0.536
C (9.650, 16.457, 9.155)  -0.661
H (9.857, 15.161, 10.907)  -0.676
H (7.489, 14.481, 10.622)  0.541
H (6.418, 15.839, 8.584)  0.404
H (8.341, 17.349, 7.567)  0.402
H (10.658, 16.808, 9.019)  0.309
N (12.488, 15.968, 11.225)  1.874
C (13.000, 14.989, 10.382)  -0.697
C (13.780, 15.540, 9.398)  -0.690
C (13.805, 16.931, 9.651)  -1.040
C (13.027, 17.169, 10.772)  -1.026
H (11.849, 15.711, 11.965)  -0.467
H (12.571, 13.989, 10.428)  0.593
H (14.386, 14.976, 8.718)  0.587
H (14.302, 17.776, 9.107)  0.255
H (12.719, 18.038, 11.231)  0.703
N (14.650, 16.707, 18.024)  0.074
C (14.213, 17.489, 19.075)  -0.588
C (13.290, 18.408, 18.659)  -0.957
C (13.150, 18.103, 17.272)  -0.054
C (13.900, 17.007, 16.909)  -0.241
H (15.507, 16.219, 18.160)  0.263
H (14.613, 17.359, 20.029)  0.480
H (12.810, 19.219, 19.168)  0.429
H (12.380, 18.490, 16.617)  0.358
H (14.022, 16.492, 15.959)  0.031
N (10.093, 17.340, 13.370)  0.301
C (9.257, 18.324, 12.911)  -0.401
C (9.773, 19.527, 13.258)  -1.007
C (10.952, 19.281, 14.045)  -0.480
C (11.172, 17.898, 14.053)  -0.347
H (10.064, 16.358, 13.047)  0.096
H (8.355, 17.982, 12.399)  0.395
H (9.510, 20.539, 12.958)  0.381
H (11.653, 19.902, 14.602)  0.454
H (11.956, 17.272, 14.519)  0.396
C (16.521, 10.850, 10.933)  1.023
Br (15.646, 9.297, 10.268)  -0.083
Br (17.759, 11.562, 9.709)  -0.057
Br (17.389, 10.558, 12.643)  -0.148
H (15.723, 11.569, 11.090)  -0.835

## Properties
LUMO energy = 0.08 eV
M = 1228.69 g/mol

---

Record 2
9 unconnected molecules or ions with the total composition C39H82BCl2IN9O11, computed with the ωB97M-V functional and the def2-TZVPD basis.

Last column: Mulliken charge in e.
CARTESIAN COORDINATES (ANGSTROEM)
C (-0.074, 3.331, 2.016)  -1.193
C (-1.046, 2.306, 2.536)  0.776
Cl (-1.917, 2.799, 3.913)  -0.124
C (-1.306, 1.093, 1.981)  -0.333
Cl (-2.488, 0.020, 2.640)  -0.161
C (-0.700, 0.581, 0.745)  0.750
N (0.509, 0.786, 0.335)  0.415
C (0.861, 0.107, -0.946)  1.577
C (0.666, 1.036, -2.143)  -1.381
B (1.386, 2.447, -2.089)  0.632
O (1.642, 3.080, -3.285)  -0.506
O (1.761, 3.037, -0.884)  -0.485
O (2.181, -0.217, -0.770)  -0.806
C (2.814, -1.055, -1.762)  0.626
C (4.236, -1.340, -1.287)  1.597
C (4.284, -2.585, -0.374)  -2.002
C (5.173, -1.456, -2.496)  -1.297
C (5.840, -0.159, -3.000)  1.438
C (7.059, -0.546, -3.851)  -1.729
C (6.281, 0.770, -1.873)  -1.335
C (-0.216, -1.008, -0.948)  -1.262
I (0.265, -2.682, 0.291)  0.134
C (-1.396, -0.282, -0.273)  -1.285
H (-0.455, 3.775, 1.093)  0.313
H (0.027, 4.132, 2.744)  0.447
H (0.919, 2.927, 1.843)  0.234
H (1.248, 1.279, 0.813)  0.253
H (-0.397, 1.192, -2.346)  0.301
H (1.061, 0.529, -3.030)  0.040
H (1.155, 3.892, -3.434)  0.294
H (2.695, 2.919, -0.692)  0.314
H (2.821, -0.531, -2.724)  -0.854
H (2.244, -1.974, -1.897)  0.018
H (4.516, -0.490, -0.667)  0.443
H (3.292, -2.968, -0.136)  0.100
H (4.841, -3.402, -0.830)  0.437
H (4.760, -2.366, 0.582)  0.296
H (5.963, -2.176, -2.271)  0.697
H (4.601, -1.880, -3.331)  -0.029
H (5.154, 0.369, -3.670)  -0.197
H (7.554, 0.332, -4.264)  0.444
H (7.784, -1.063, -3.214)  0.396
H (6.780, -1.234, -4.649)  0.363
H (6.912, 1.571, -2.259)  0.476
H (5.429, 1.253, -1.383)  0.133
H (6.823, 0.221, -1.102)  0.287
H (-0.514, -1.360, -1.932)  0.859
H (-2.169, -0.935, 0.113)  0.758
H (-1.883, 0.419, -0.965)  0.252
C (2.484, -3.801, -4.011)  0.135
O (1.791, -2.828, -3.725)  -0.642
N (2.267, -5.037, -3.554)  0.314
C (3.121, -6.166, -3.890)  -1.169
C (1.124, -5.239, -2.677)  -0.724
H (3.365, -3.718, -4.665)  0.312
H (2.538, -6.928, -4.411)  0.346
H (3.552, -6.608, -2.996)  0.511
H (3.923, -5.828, -4.544)  0.294
H (0.206, -4.953, -3.191)  0.313
H (1.229, -4.598, -1.805)  -0.120
H (1.058, -6.278, -2.369)  0.417
C (-2.705, -4.876, -0.754)  0.024
O (-1.770, -5.482, -1.238)  -0.597
N (-3.725, -4.356, -1.463)  0.142
C (-4.815, -3.638, -0.836)  -0.971
C (-3.725, -4.540, -2.907)  -0.924
H (-2.792, -4.690, 0.331)  0.381
H (-5.769, -4.133, -1.026)  0.375
H (-4.877, -2.615, -1.216)  0.326
H (-4.654, -3.603, 0.240)  0.306
H (-3.727, -5.601, -3.157)  0.296
H (-2.834, -4.095, -3.350)  0.252
H (-4.612, -4.070, -3.324)  0.407
C (3.990, -5.482, 2.736)  0.122
O (4.255, -4.745, 1.809)  -0.548
N (3.025, -5.226, 3.641)  0.130
C (2.726, -6.127, 4.735)  -0.929
C (2.266, -3.998, 3.494)  -0.824
H (4.519, -6.432, 2.914)  0.262
H (1.695, -6.481, 4.677)  0.322
H (2.873, -5.633, 5.697)  0.334
H (3.390, -6.988, 4.683)  0.297
H (1.763, -3.975, 2.523)  0.052
H (2.923, -3.128, 3.540)  0.288
H (1.526, -3.940, 4.288)  0.386
C (4.856, -9.777, -2.347)  0.110
O (4.495, -8.627, -2.179)  -0.575
N (4.927, -10.393, -3.539)  0.119
C (5.376, -11.765, -3.671)  -0.919
C (4.544, -9.655, -4.731)  -0.837
H (5.168, -10.423, -1.510)  0.238
H (6.265, -11.821, -4.302)  0.334
H (4.595, -12.386, -4.113)  0.332
H (5.622, -12.162, -2.689)  0.295
H (5.165, -8.766, -4.848)  0.279
H (3.504, -9.336, -4.664)  0.231
H (4.667, -10.296, -5.599)  0.383
C (2.188, -1.216, -7.405)  0.064
O (3.212, -1.683, -6.953)  -0.565
N (1.597, -0.099, -6.934)  0.202
C (0.371, 0.424, -7.496)  -0.933
C (2.224, 0.585, -5.817)  -0.417
H (1.648, -1.670, -8.253)  0.303
H (0.518, 1.436, -7.880)  0.332
H (-0.422, 0.448, -6.744)  0.296
H (0.048, -0.214, -8.316)  0.310
H (3.233, 0.906, -6.077)  0.357
H (2.300, -0.090, -4.963)  -0.322
H (1.629, 1.455, -5.546)  0.362
C (-4.840, 7.092, 3.524)  0.066
O (-5.290, 8.185, 3.240)  -0.627
N (-5.478, 6.164, 4.257)  0.192
C (-4.873, 4.883, 4.551)  -0.412
C (-6.819, 6.450, 4.751)  -1.043
H (-3.837, 6.766, 3.193)  0.252
H (-5.479, 4.071, 4.143)  0.334
H (-4.780, 4.735, 5.628)  0.148
H (-3.883, 4.845, 4.100)  0.034
H (-7.490, 6.629, 3.911)  0.342
H (-6.817, 7.342, 5.377)  0.281
H (-7.170, 5.604, 5.335)  0.412
C (-4.978, 13.578, 2.291)  0.107
O (-3.872, 13.828, 2.727)  -0.591
N (-5.525, 12.348, 2.260)  0.141
C (-6.847, 12.107, 1.726)  -0.872
C (-4.758, 11.227, 2.784)  -0.955
H (-5.640, 14.357, 1.873)  0.254
H (-7.503, 11.683, 2.489)  0.306
H (-6.805, 11.412, 0.884)  0.306
H (-7.277, 13.046, 1.381)  0.314
H (-4.519, 11.398, 3.834)  0.281
H (-3.819, 11.131, 2.237)  0.278
H (-5.326, 10.309, 2.687)  0.473
C (-7.682, 5.271, 8.680)  0.086
O (-7.772, 4.866, 7.535)  -0.569
N (-6.528, 5.572, 9.302)  0.122
C (-6.494, 6.041, 10.674)  -0.934
C (-5.283, 5.428, 8.572)  -0.822
H (-8.567, 5.430, 9.316)  0.279
H (-6.049, 7.036, 10.732)  0.339
H (-5.914, 5.361, 11.300)  0.333
H (-7.508, 6.092, 11.064)  0.296
H (-5.283, 6.072, 7.690)  0.181
H (-5.149, 4.397, 8.242)  0.272
H (-4.457, 5.711, 9.219)  0.398

## Properties
charge = +1
LUMO energy = -4.03 eV
M = 1061.76 g/mol

---

Record 3
5 unconnected molecules or ions with the total composition C39H84N4O5 in a non-equilibrium geometry, computed with the ωB97M-V functional and the def2-TZVPD basis.

Last column: Mulliken charge in e.
CARTESIAN COORDINATES (ANGSTROEM)
C (9.627, -17.860, 20.219)  -2.844
C (8.569, -16.800, 19.929)  1.780
C (7.184, -17.539, 19.777)  -1.111
C (6.048, -16.548, 19.756)  -0.907
C (6.062, -15.700, 20.984)  -1.140
C (7.408, -14.926, 21.234)  1.619
N (8.535, -15.880, 21.116)  0.886
O (9.747, -15.393, 21.474)  -0.441
C (7.559, -13.707, 20.326)  -1.687
C (7.304, -14.488, 22.672)  -1.999
C (8.999, -16.140, 18.653)  -1.620
H (9.650, -18.721, 19.550)  0.689
H (9.376, -18.315, 21.177)  0.287
H (10.668, -17.540, 20.187)  0.610
H (7.246, -18.106, 18.848)  0.494
H (6.972, -18.220, 20.602)  0.282
H (5.118, -17.083, 19.562)  0.446
H (6.119, -15.950, 18.847)  0.342
H (5.776, -16.335, 21.823)  0.385
H (5.254, -15.000, 20.773)  0.411
H (6.853, -12.913, 20.569)  0.448
H (8.553, -13.270, 20.414)  0.300
H (7.426, -13.971, 19.277)  0.329
H (7.150, -15.310, 23.371)  0.386
H (8.113, -13.846, 23.020)  0.269
H (6.425, -13.867, 22.845)  0.495
H (9.756, -15.422, 18.967)  0.367
H (8.212, -15.530, 18.211)  0.295
H (9.488, -16.653, 17.825)  0.368
H (9.775, -15.895, 22.293)  0.261
C (9.994, -11.967, 28.145)  -1.995
C (11.107, -12.686, 27.383)  1.702
C (10.536, -14.087, 27.117)  -1.788
C (11.227, -14.920, 25.971)  0.114
C (11.211, -13.984, 24.795)  -1.239
C (11.936, -12.627, 24.945)  2.001
N (11.251, -11.944, 26.068)  0.233
O (11.825, -10.663, 26.360)  -0.508
C (13.493, -12.792, 25.118)  -1.601
C (11.678, -11.786, 23.686)  -2.162
C (12.449, -12.947, 28.277)  -1.693
H (10.365, -11.054, 28.610)  0.396
H (9.505, -12.566, 28.913)  0.417
H (9.130, -11.874, 27.487)  0.468
H (10.387, -14.688, 28.014)  0.437
H (9.523, -13.910, 26.756)  0.483
H (10.669, -15.841, 25.804)  -0.142
H (12.248, -15.194, 26.235)  0.332
H (10.162, -13.805, 24.559)  0.154
H (11.553, -14.540, 23.922)  0.538
H (13.960, -11.814, 25.002)  0.384
H (13.760, -13.450, 25.945)  0.232
H (13.898, -13.221, 24.202)  0.445
H (11.979, -12.155, 22.706)  0.391
H (10.629, -11.555, 23.506)  0.401
H (12.239, -10.851, 23.690)  0.448
H (12.125, -13.095, 29.307)  0.455
H (13.096, -12.072, 28.317)  0.406
H (13.069, -13.768, 27.916)  0.279
H (11.074, -10.104, 26.146)  0.359
C (2.754, -25.554, 27.946)  -1.794
C (3.991, -24.783, 28.363)  1.878
C (5.257, -25.713, 28.559)  -1.362
C (5.794, -26.399, 27.295)  -0.685
C (6.206, -25.209, 26.330)  -1.122
C (5.043, -24.185, 25.973)  1.892
N (4.413, -23.819, 27.330)  0.122
O (3.400, -22.909, 27.155)  -0.480
C (5.581, -22.897, 25.376)  -2.279
C (4.141, -24.848, 24.985)  -1.767
C (3.691, -24.019, 29.658)  -2.108
H (1.948, -24.891, 27.631)  0.349
H (2.396, -26.078, 28.833)  0.462
H (2.913, -26.296, 27.163)  0.292
H (6.002, -25.022, 28.954)  0.461
H (5.102, -26.374, 29.412)  0.457
H (5.046, -27.104, 26.930)  0.316
H (6.702, -26.941, 27.561)  0.390
H (6.512, -25.656, 25.385)  0.380
H (7.088, -24.780, 26.805)  0.337
H (4.701, -22.317, 25.100)  0.481
H (6.186, -22.360, 26.106)  0.482
H (6.245, -23.093, 24.535)  0.482
H (3.152, -24.391, 25.025)  0.413
H (4.412, -24.580, 23.964)  0.409
H (3.929, -25.899, 25.182)  0.293
H (4.419, -23.219, 29.788)  0.481
H (3.806, -24.662, 30.531)  0.433
H (2.706, -23.570, 29.780)  0.409
H (3.527, -22.326, 27.907)  0.365
C (12.427, -18.745, 22.371)  -1.932
C (12.126, -19.673, 23.523)  1.777
C (12.364, -18.804, 24.748)  -1.269
C (11.603, -19.072, 26.040)  -0.927
C (10.112, -19.434, 25.865)  -0.825
C (9.868, -20.441, 24.659)  1.027
N (10.690, -20.109, 23.467)  0.820
O (10.337, -20.630, 22.289)  -0.296
C (10.162, -21.979, 25.015)  -1.583
C (8.365, -20.365, 24.240)  -1.862
C (13.170, -20.814, 23.675)  -1.441
H (13.450, -18.368, 22.344)  0.521
H (11.969, -17.771, 22.544)  0.197
H (12.033, -19.078, 21.411)  0.422
H (13.400, -19.035, 24.995)  0.370
H (12.413, -17.734, 24.547)  0.319
H (11.657, -18.196, 26.686)  0.318
H (12.113, -19.910, 26.513)  0.484
H (9.706, -18.445, 25.651)  0.332
H (9.811, -19.786, 26.852)  0.399
H (9.805, -22.598, 24.192)  0.343
H (11.222, -22.087, 25.246)  0.273
H (9.502, -22.336, 25.806)  0.397
H (8.194, -19.348, 23.889)  0.335
H (8.032, -21.118, 23.525)  0.347
H (7.685, -20.457, 25.087)  0.425
H (13.300, -21.208, 24.683)  0.419
H (14.156, -20.549, 23.295)  0.440
H (12.750, -21.586, 23.029)  -0.072
H (10.011, -19.845, 21.842)  0.251
C (11.206, -23.996, 20.772)  -0.907
C (11.253, -23.059, 19.525)  1.001
C (12.621, -22.577, 19.108)  -1.274
O (10.629, -23.744, 18.474)  -0.625
H (10.206, -24.379, 20.976)  0.322
H (11.609, -23.408, 21.597)  -0.026
H (11.848, -24.865, 20.632)  0.364
H (10.574, -22.217, 19.665)  -0.148
H (12.541, -21.612, 18.607)  0.315
H (13.156, -23.158, 18.357)  0.404
H (13.241, -22.500, 20.001)  0.291
H (9.675, -23.641, 18.444)  0.338

## Properties
structure (SMILES) = CC1(C)CCCC(C)(C)N1O.CC1(C)CCCC(C)(C)N1O.CC1(C)CCCC(C)(C)N1O.CC1(C)CCCC(C)(C)N1O.CC(C)O
LUMO energy = 0.47 eV
M = 689.12 g/mol
relative energy (zero: lowest compared OMol25 entry of this formula, charge and spin) = 96.5 kcal per mole